1.
Computed, not measured: a structure of composition C22H38ClCuGeN3OS, with ωB97M-V/def2-TZVPD.

```
68
Properties=species:S:1:pos:R:3:forces:R:3
C -1.8098 -2.3186 -0.1509 0.2 0.1 0.0
H -0.1386 1.5829 4.6736 0.0 0.0 0.0
H 1.3513 -1.3703 6.4027 0.0 0.0 0.0
H -3.9085 1.1270 -1.4358 0.0 0.0 0.0
C -3.1196 1.0161 2.9412 0.0 0.0 -0.1
C 2.8739 -0.8744 -4.7256 0.0 0.0 0.0
H 3.5583 -1.4198 -5.3783 0.0 0.0 0.0
H -0.1609 2.2982 1.6229 0.0 0.0 0.0
C -0.6115 1.4163 -2.2006 0.0 0.0 0.0
H -1.3312 2.2695 5.7888 0.0 0.0 0.0
H 0.6288 0.9361 -0.5316 0.0 0.0 0.0
H 2.6249 -3.7664 -2.8874 0.0 0.0 0.0
H 1.1515 2.3255 -1.4309 0.0 0.0 0.0
N -0.8684 -2.4967 -1.0515 -0.1 0.0 0.0
H -1.4054 3.3707 0.9592 0.0 0.0 0.0
C -0.7420 1.7931 -3.5362 0.0 0.0 0.0
H 3.0531 -3.4247 -4.5520 0.0 0.0 0.0
H -0.0051 -4.0905 3.7561 0.0 0.0 0.0
H 1.9097 -0.7921 -5.2272 0.0 0.0 0.0
C -3.0289 1.2950 -2.0443 0.0 0.0 0.0
C 0.7502 1.3146 -1.5464 0.0 -0.1 -0.1
C 1.4733 -1.7763 -1.2032 0.1 0.0 -0.1
H 2.7639 0.6442 -1.8338 0.0 0.0 0.0
C 1.5611 -0.9951 -2.5502 -0.1 0.0 0.1
H -0.2580 3.9808 2.1702 0.0 0.0 0.0
C 2.4202 -3.0977 -3.7251 0.0 0.1 0.0
H 3.2851 0.1259 -4.5883 0.0 0.0 0.0
C -1.9875 1.9059 -4.1291 0.0 0.0 0.0
H -2.0834 2.1926 -5.1679 0.0 0.0 0.0
H 1.3788 -3.2178 -4.0183 0.0 0.0 0.0
C 1.7991 0.5117 -2.3299 0.0 0.0 0.1
N 0.1842 -1.8153 -0.5372 -0.1 0.1 -0.2
N -1.4168 -1.5735 0.9202 0.2 -0.5 -0.6
H -0.3427 -1.7772 6.8018 0.0 0.0 0.0
C 0.2791 -3.5909 4.6814 0.1 0.1 0.0
Ge -2.1057 2.5458 3.3147 0.0 -0.2 0.0
H 4.8330 -2.0735 -3.2537 0.0 0.0 0.0
H 4.0365 -2.0695 -1.6864 0.0 0.0 0.0
H -1.7240 0.9430 -0.4134 0.0 0.0 0.1
C -0.8039 2.4344 4.8449 0.1 0.1 0.0
S 0.0168 -1.8217 4.4273 0.0 -0.1 0.0
Cu -2.4089 -0.4366 2.0426 -0.4 0.8 0.6
H 0.5185 -0.7385 1.2820 0.0 0.0 0.0
H -4.0929 1.0408 3.4382 0.0 -0.1 0.0
C -3.1050 4.2140 3.7479 0.0 0.1 0.0
C -1.7687 1.1825 -1.4695 0.0 0.0 0.1
H -3.7992 4.4570 2.9407 0.0 0.0 0.0
H 0.0479 -0.1879 6.1217 0.0 0.0 0.0
H -2.8038 -2.7164 -0.2623 0.0 0.0 0.0
H -0.1933 3.3418 4.9366 0.0 0.0 0.0
H 1.3207 -3.8233 4.9094 0.0 0.0 0.0
H -0.3625 -3.9522 5.4858 0.0 0.0 0.0
Cl -4.6909 1.7841 -4.1304 0.0 0.0 0.0
H -2.4143 5.0534 3.8791 0.0 0.0 0.0
H 4.4105 -0.5414 -2.4979 0.0 0.0 0.0
C 0.3088 -1.2449 6.1083 0.0 0.0 -0.1
H 2.1673 -1.3386 -0.4866 0.0 0.0 0.0
H 0.1397 1.9964 -4.1330 0.0 0.0 0.0
C 2.7311 -1.6263 -3.3938 0.0 0.0 0.0
C -0.1547 -1.2915 0.6458 0.1 0.0 0.2
H -0.3962 -1.1084 -2.8062 0.0 0.0 0.0
H 1.7653 -2.8076 -1.3729 0.0 -0.1 0.1
C -3.1231 1.6467 -3.3757 0.0 0.0 0.0
H 1.8811 0.9659 -3.3164 0.1 0.0 0.0
O 0.4030 -1.1803 -3.3428 0.0 -0.2 0.0
C 4.0731 -1.5666 -2.6545 0.0 0.0 0.0
H -3.6816 4.0974 4.6690 0.0 0.0 0.0
C -0.8531 3.1132 1.8655 0.1 0.0 -0.1
```
Positions in Å, forces in eV/Å.

Properties
charge = -1
HOMO = -1.1777 eV
E_tot = -154460.221 eV

---

2.
Computed, not measured: a cluster of 3 separate species, C22H38F3NO12P2S in total, with ωB97M-V/def2-TZVPD.

```
79
Properties=species:S:1:pos:R:3:forces:R:3
H -3.8498 -0.2435 -4.1543 0.0 0.0 0.0
C -1.2276 -2.9458 -0.3847 -0.1 0.4 0.2
H -4.5401 0.9741 2.5021 -0.1 0.1 0.0
O 6.4636 4.9551 -1.7727 -0.2 -0.1 -0.1
H 0.9920 2.5902 1.8983 -0.8 -0.1 -0.2
C -4.9939 1.1285 1.5216 0.2 -0.3 0.1
C -0.0376 2.3887 1.5835 0.0 0.2 0.1
C -0.0412 1.4727 0.3775 0.2 0.1 0.2
C 5.1904 4.0311 0.0049 -0.4 -0.3 -0.3
N 4.6072 3.1019 -0.8595 0.3 1.3 0.3
H 0.6489 -7.0458 1.7148 0.1 0.0 -0.1
C 5.0927 4.0123 1.3406 0.6 -0.1 -0.5
H -2.1674 -1.0326 -0.0713 0.0 0.0 0.0
H -4.8002 -6.4971 -0.5410 0.0 0.0 0.0
O -3.0611 -4.5828 -1.4901 0.8 -2.5 -2.2
H -5.1881 0.8979 -2.3375 0.0 0.0 0.2
C 2.8990 2.6518 -2.4779 -0.3 0.6 0.9
H 1.8635 -5.8442 1.2428 0.0 -0.1 -0.1
O 4.6503 2.5942 3.4797 1.0 -0.4 -0.1
C 0.8065 -6.1077 1.1796 -0.2 -0.1 0.3
C -2.1851 -2.0354 0.3508 -0.2 0.0 0.1
C 6.1809 6.4222 0.0531 -0.3 -0.8 0.2
O -1.3163 -4.2809 0.1186 0.3 -0.6 -0.5
H -0.5908 1.9429 2.4111 0.0 -0.1 0.0
H -0.5219 3.3443 1.3519 0.0 0.0 0.0
O -1.0168 -6.5674 -0.3359 -1.2 0.0 -2.1
C 3.4567 3.4302 -1.3099 -0.2 -0.6 -0.6
H 6.4233 7.3189 -0.5024 0.1 -0.2 -0.1
C -3.6684 -8.2585 0.0027 0.1 0.0 -0.1
O -3.5947 1.1100 -1.0881 -0.3 0.8 0.3
H -3.2080 -2.4139 0.3065 0.0 -0.1 -0.2
H -3.8201 -1.1117 -2.6067 -0.1 0.0 0.0
H 0.4405 1.9612 -0.4772 0.0 -0.1 0.0
H 6.1860 7.3332 1.9199 0.1 -0.4 0.5
H 3.6120 1.9340 -2.8699 -0.1 0.0 0.0
H -1.3940 -2.9163 -1.4608 -0.2 -0.1 0.0
H -4.8271 -6.8875 1.1797 0.1 0.1 0.0
H 2.8868 5.4945 -1.3114 -0.2 0.0 0.0
C 5.7647 5.1251 2.1159 -0.1 0.0 1.0
O 6.0397 5.0465 3.2885 -0.1 0.1 -0.3
O 2.7679 2.9378 2.0795 0.7 0.0 -1.5
H -3.0997 -8.2767 -0.9309 -0.1 0.0 0.0
H 0.5209 0.5661 0.6071 -0.1 -0.1 -0.1
C 0.3859 -6.2541 -0.2655 0.5 -0.1 -0.2
P -2.3723 2.1419 -0.6800 -1.5 -7.7 -0.3
F 4.6133 0.1209 2.3070 -0.5 0.0 0.2
F 3.7315 0.6960 0.4170 -0.3 -0.1 0.1
P -2.1742 -5.4473 -0.6569 0.0 3.6 5.8
H 2.6136 3.4088 -3.2163 0.1 -0.3 -0.2
S 4.1873 2.7007 2.1338 -0.9 1.0 2.8
H -5.0541 2.6856 0.0088 0.1 -0.1 -0.1
C -4.5392 2.4479 0.9377 -0.5 0.4 0.2
H 0.2291 -5.3478 1.7007 0.0 0.1 -0.2
H -4.7021 0.2821 0.9042 0.0 0.1 -0.2
C 4.5845 1.0362 1.3640 1.0 0.3 -0.7
O -1.7863 2.2690 -2.0546 0.4 3.7 1.1
O -3.1104 2.4347 0.7629 1.1 2.1 -1.2
H 1.5536 4.3088 -1.0815 0.1 0.3 -0.1
H -2.9959 -8.5890 0.7943 -0.1 0.0 0.0
H -4.7659 3.2492 1.6441 0.2 0.1 -0.1
O -3.1403 -5.9422 0.5678 0.4 -0.5 -0.9
H -0.2008 -2.6081 -0.2144 0.0 -0.2 0.1
H -3.9252 1.9293 -2.9793 0.2 0.0 0.0
C 6.0005 5.1281 -0.6754 0.2 0.5 -0.3
C 6.0624 6.4042 1.3758 -0.3 -0.1 -0.5
C 2.5821 4.5657 -0.8172 0.1 -0.4 -0.1
C -4.1034 1.0138 -2.4172 0.0 -0.3 -0.2
H -1.9167 -1.9771 1.4078 0.1 0.0 0.0
F 5.8157 1.1233 0.8501 0.0 0.0 -0.1
H -6.0791 1.1175 1.6344 0.0 0.1 0.0
C -4.1940 -6.8643 0.2928 -0.2 -0.2 -0.1
H 0.6284 -5.3719 -0.8548 -0.1 0.1 0.1
H -4.4901 -8.9705 -0.0860 0.0 0.0 0.0
C -3.5168 -0.1954 -3.1163 0.1 -0.1 0.1
H 1.9630 2.1959 -2.1374 0.1 -0.2 -0.3
O -1.3564 1.0547 0.0102 0.2 1.2 0.1
H -2.4266 -0.1693 -3.1015 0.0 0.2 0.0
H 0.9218 -7.0949 -0.7110 -0.2 0.0 -0.1
H 2.6113 4.7056 0.2621 0.2 -0.1 0.0
```
Positions in Å, forces in eV/Å.

Properties
SMILES string = CC(C)=NC1=C(S(=O)(=O)C(F)(F)F)C(=O)C=CC1=O.CCOP(=O)(OCC)OCC.CCOP(=O)(OCC)OCC
HOMO = -10.1369 eV
E_tot = -87054.122 eV

---

3.
Computed, not measured: a structure of composition C22H38IrO2PS2, with ωB97M-V/def2-TZVPD.

```
66
Properties=species:S:1:pos:R:3:forces:R:3
H 1.8470 -2.4514 0.7099 -0.1 0.0 -0.1
H 4.5800 3.0135 -0.8574 0.0 0.0 0.0
H -1.2483 -1.0131 -2.5368 0.1 -0.1 -0.1
H -4.0787 -1.2160 2.2291 -0.1 0.0 0.1
O 1.1001 -1.1871 -0.7341 -1.4 1.8 0.0
C 0.0350 -0.0961 4.9473 0.2 -0.4 -0.1
H 1.6505 4.8690 0.8518 0.0 0.0 0.0
H -1.0434 2.2209 2.8545 0.1 0.1 0.0
C -0.4799 0.3212 3.6099 -0.1 0.2 0.3
H -3.5029 -2.8768 2.2653 0.0 -0.1 -0.1
C -3.9506 3.3214 1.3899 0.0 0.1 0.0
H -6.7445 1.5578 2.0816 -0.1 0.0 0.0
H -1.0846 -2.4505 0.4308 0.1 -0.1 0.1
C -2.2844 -0.8901 -2.8586 0.0 0.0 0.1
C -4.4679 0.2734 -2.3397 0.1 -0.1 0.1
C -3.2114 2.3204 0.7872 0.0 -0.2 0.0
C -3.1780 -1.9154 0.3558 0.2 0.2 -0.1
C -2.3301 1.5361 -2.3266 0.1 -0.1 0.2
H -2.3932 1.7383 -3.3950 -0.1 -0.1 -0.1
H -4.9540 1.0216 -1.7155 -0.1 0.0 0.0
C -5.2228 3.0498 1.8668 0.1 0.0 0.0
C -1.4145 1.4842 3.5676 0.0 0.0 -0.2
H -5.3046 -1.8042 -0.1573 -0.1 0.0 0.0
H 1.6579 4.7574 -0.8979 0.0 0.1 0.0
H -2.2800 -0.5955 -3.9065 0.0 0.0 -0.1
H 4.6664 3.0759 0.9059 0.0 0.1 0.0
H -5.8020 3.8253 2.3422 -0.1 0.1 0.1
H -1.2759 1.5359 -2.0443 0.0 0.1 -0.1
H -2.1810 -3.8314 0.4364 -0.1 -0.1 0.1
C 1.6052 -2.4044 -0.3639 0.7 -1.1 0.4
C -5.7544 1.7812 1.7140 -0.1 0.0 0.0
H -1.5564 1.9373 4.5449 0.0 0.0 0.0
C -4.4505 -2.4624 -0.2849 0.0 0.1 0.0
H -4.3046 -2.6408 -1.3477 -0.1 0.0 -0.1
H -2.8387 2.3451 -1.8075 0.0 0.1 0.0
H 2.5260 -2.6080 -0.9311 -0.2 0.0 0.1
H -1.8794 -2.9572 -1.0631 0.1 0.0 -0.1
H -0.7862 -0.2216 5.6525 -0.1 0.1 0.0
H -2.3771 1.1455 3.1770 0.0 0.0 0.0
H -2.7957 -1.8463 -2.7872 0.0 -0.1 0.0
C -3.7402 1.0398 0.6175 0.4 0.1 0.2
Ir -0.2632 0.0402 0.3245 0.1 0.2 -0.5
C 2.1378 4.3839 0.0061 0.1 0.1 -0.1
P -2.6396 -0.1744 -0.1910 -0.2 -0.1 -0.1
C -2.0122 -2.8452 0.0091 0.0 0.1 0.0
C -2.9776 0.1819 -2.0212 0.2 -0.1 0.1
H -4.9744 -0.6772 -2.2074 -0.1 -0.1 0.0
S 0.2851 2.4723 0.1420 0.2 -0.6 0.0
H -2.2115 2.5242 0.4317 0.0 0.1 0.1
H -2.3477 -1.5488 2.3208 0.0 0.0 0.1
S 2.7576 0.3189 0.2561 0.3 0.4 0.0
H -4.5906 0.5759 -3.3795 0.0 0.0 -0.1
H 0.6038 -1.0211 4.8667 0.0 0.1 0.0
H -4.7020 -3.4198 0.1718 0.0 -0.1 0.1
H -5.5017 -0.1652 0.9089 0.0 -0.1 0.1
C 2.9798 2.0030 0.1322 0.2 -0.9 0.0
H 0.8838 -3.2045 -0.5837 0.1 0.1 0.0
C -3.2908 -1.8787 1.8846 0.0 0.2 -0.1
H 0.6787 0.6932 5.3387 0.0 0.1 0.0
C -5.0320 0.7905 1.0717 0.0 -0.1 -0.1
C 4.4113 2.4441 0.0564 0.2 0.0 0.1
H 5.0754 1.5831 0.0527 0.0 0.0 0.0
C 1.9447 2.9050 0.0943 -1.2 0.1 0.1
H -3.5331 4.3122 1.4801 0.0 0.1 0.1
O -0.1449 -0.2813 2.5980 0.3 -0.2 -0.2
H 3.1837 4.6666 -0.0076 0.1 0.1 0.0
```
Positions in Å, forces in eV/Å.

Properties
multiplicity = 6
charge = +1
HOMO (spin up / spin down) = -10.4698 / -11.4926 eV
E_tot = -61315.144 eV

---

Question: The lowest E_tot belongs to which entry?
Answer: C22H38ClCuGeN3OS